(1)
A single C22H25N5O2S molecule, computed with wB97M-V/def2-TZVPD.

Geometry as XYZ:
```
55
Properties=species:S:1:pos:R:3:forces:R:3:nbo_charge:R:1
C -4.144247 -0.975262 1.188041 0.019 -0.186 -0.137 -0.61
C -3.694988 -1.810414 -0.006835 0.055 0.281 0.026 -0.40
C -3.042375 -1.006059 -1.142316 -0.164 -0.168 -0.386 0.13
C -2.658040 -1.954229 -2.285453 -0.027 0.175 0.139 -0.62
C -3.972224 0.086799 -1.672948 0.143 -0.107 0.029 -0.63
N -1.830979 -0.399290 -0.597824 -0.298 -0.333 0.251 -0.66
C -0.999299 0.408692 -1.259637 0.515 0.155 0.457 0.69
O -1.130936 0.801324 -2.403276 -0.046 0.168 -0.451 -0.64
C 0.253493 0.814371 -0.441798 -0.284 0.079 -0.065 -0.18
C -0.021605 1.306648 0.959488 0.045 0.198 0.139 0.07
C 0.987682 1.293619 1.914575 -0.044 0.059 -0.018 -0.22
C 0.755017 1.777088 3.188709 0.088 0.012 0.008 -0.20
C -0.484397 2.295513 3.521820 -0.059 0.030 0.080 -0.22
C -1.483867 2.342748 2.566278 -0.042 0.061 0.076 -0.19
C -1.253489 1.856018 1.291563 0.123 0.042 -0.102 -0.24
N 1.210134 -0.294728 -0.480975 -0.120 0.101 0.072 -0.40
C 2.215077 -0.181569 -1.525710 0.337 0.003 -0.387 -0.24
C 3.171868 0.940699 -1.217884 0.095 0.055 -0.032 -0.09
C 4.112620 0.815520 -0.200680 0.045 0.156 -0.055 -0.17
C 4.937483 1.889188 0.086826 -0.095 -0.062 -0.043 -0.25
C 4.786931 3.052180 -0.654906 0.184 -0.046 0.190 0.04
N 3.904950 3.178296 -1.629953 0.011 0.515 -0.240 -0.41
C 3.120692 2.150927 -1.901858 -0.087 -0.396 0.014 0.03
C 1.026910 -1.348574 0.331731 -0.167 0.007 0.061 0.66
O 0.056275 -1.454052 1.078163 0.146 -0.265 0.048 -0.64
C 2.032544 -2.442140 0.352600 -0.499 -1.367 0.559 -0.03
C 1.719173 -3.716829 0.782625 0.362 0.024 -0.122 -0.39
S 3.134451 -4.653715 0.769088 -0.946 0.607 -0.003 0.65
N 4.025555 -3.361638 0.235513 1.496 -0.777 -0.050 -0.34
N 3.345893 -2.321183 0.069072 0.072 1.017 -0.221 -0.20
H -4.498851 -1.631940 1.979271 -0.039 0.008 0.111 0.21
H -3.322691 -0.382643 1.583610 0.044 0.114 0.110 0.21
H -4.957364 -0.307669 0.916469 -0.070 0.108 0.026 0.21
H -4.554421 -2.345526 -0.414996 0.053 -0.063 -0.077 0.21
H -2.972868 -2.555578 0.336705 0.018 -0.114 -0.061 0.20
H -3.544944 -2.416495 -2.710013 -0.127 -0.084 -0.060 0.21
H -1.994532 -2.736667 -1.921330 0.051 -0.106 0.050 0.20
H -2.146947 -1.395755 -3.065071 0.037 0.011 -0.091 0.23
H -4.177239 0.825068 -0.902704 -0.072 0.095 0.082 0.21
H -4.910527 -0.350606 -2.003369 -0.156 -0.059 -0.023 0.21
H -3.500481 0.590197 -2.511879 -0.031 0.041 -0.045 0.24
H -1.499818 -0.753757 0.295282 0.062 0.151 -0.144 0.45
H 0.717332 1.640317 -0.994882 -0.152 -0.239 0.019 0.25
H 1.963024 0.901790 1.662966 0.067 -0.056 -0.017 0.21
H 1.546671 1.750820 3.923043 0.063 -0.003 0.062 0.21
H -0.666993 2.668195 4.518667 -0.020 0.030 0.082 0.21
H -2.449218 2.760267 2.812142 -0.078 0.040 0.016 0.21
H -2.034249 1.911774 0.548191 -0.103 -0.012 -0.026 0.22
H 1.696111 0.015847 -2.470658 0.056 -0.055 0.078 0.22
H 2.764095 -1.119441 -1.606181 -0.204 0.227 -0.142 0.25
H 4.197761 -0.116786 0.338586 0.010 -0.017 0.042 0.24
H 5.679837 1.825541 0.867252 0.074 0.017 0.060 0.22
H 5.401180 3.922583 -0.465763 0.100 0.026 0.088 0.19
H 2.420429 2.302088 -2.714839 -0.147 -0.105 -0.064 0.20
H 0.764392 -4.091594 1.085478 -0.294 0.008 0.085 0.27
```
Forces are in eV/Å.

For the energy, the calculation gives -45600.861 eV. The largest force on an atom is 0.0328 Eh/bohr. Its SMILES is CCC(C)(C)NC(=O)[C@@H](c1ccccc1)N(Cc1cccnc1)C(=O)c1csnn1. Its HOMO-LUMO gap is 8.82 eV. As for the energy above the lowest of the compared OMol25 structures with the same formula, charge and spin: 165.8 kJ/mol. The value obtained for the LUMO energy is -0.22 eV. As for the HOMO energy: -0.3322 Ha.

(2)
A single C8H8Cl2 molecule, computed with wB97M-V/def2-TZVPD.

Geometry as XYZ:
```
18
Properties=species:S:1:pos:R:3:forces:R:3:nbo_charge:R:1
C 0.205246 -2.642448 -1.058154 -0.760 1.607 2.780 -0.37
C 0.172437 -1.954780 0.118742 0.314 0.160 -3.037 -0.20
C 0.482894 -0.493328 0.171358 -1.981 0.388 3.315 -0.03
Cl 2.043147 -0.391695 1.053498 0.569 0.128 0.303 -0.05
C 0.591601 0.252809 -1.063656 -0.703 -0.371 0.844 -0.23
C 0.267018 1.503964 -1.128270 -0.484 2.636 1.637 -0.18
C -0.131828 2.322048 0.016752 -0.943 -0.854 1.198 -0.19
C -0.520723 1.747100 1.178204 0.799 1.360 -1.165 -0.22
C -0.680217 0.327580 1.417230 2.480 -3.447 -2.370 -0.22
Cl -2.299392 -0.171198 0.930422 -0.749 -0.133 -0.035 -0.03
H 0.080663 -3.694754 -1.135818 -0.132 -0.608 -0.013 0.21
H 0.153351 -2.018139 -1.913694 0.457 -0.078 -0.990 0.19
H -0.006180 -2.304678 1.084684 -0.007 -1.307 1.251 0.21
H 0.886415 -0.226568 -1.923616 0.859 -1.145 -1.739 0.21
H 0.358598 2.102271 -1.963558 0.284 0.561 -2.232 0.21
H -0.301525 3.419433 -0.047710 0.582 -0.973 -0.241 0.22
H -0.820953 2.454652 1.881232 -0.731 0.717 1.586 0.21
H -0.480558 -0.232273 2.382359 0.146 1.357 -1.092 0.25
```
Forces are in eV/Å.

For the energy, the calculation gives -33467.598 eV. The largest force on an atom is 0.0946 Eh/bohr. Its SMILES is C=C[C@@]1(Cl)C=CC=C[C@H]1Cl. Its HOMO-LUMO gap is 9.19 eV. As for the energy above the lowest of the compared OMol25 structures with the same formula, charge and spin: 129.1 kJ/mol. The value obtained for the LUMO energy is 0.10 eV. As for the HOMO energy: -0.3339 Ha.

(3)
A 2-piece molecular cluster, C2FO2 overall, computed with wB97M-V/def2-TZVPD.

Geometry as XYZ:
```
5
Properties=species:S:1:pos:R:3:forces:R:3:nbo_charge:R:1
O 2.011425 -3.023739 0.002714 0.644 -4.339 -0.211 -0.63
C 2.147830 -4.240202 -0.013224 -0.782 4.040 0.373 1.06
O 2.228100 -5.383554 0.019199 0.138 0.352 -0.170 -0.42
C 1.710525 -0.266203 0.058538 -0.031 0.282 0.004 1.16
F 1.653627 0.891392 -0.040319 0.031 -0.335 0.004 -0.16
```
Forces are in eV/Å.

For the energy, the calculation gives -8873.678 eV. The largest force on an atom is 0.0854 Eh/bohr. Its HOMO-LUMO gap is 7.23 eV. The value obtained for the LUMO energy is -9.36 eV. As for the total charge: +1. As for the HOMO energy: -0.6098 Ha.